# 1
This record from OMol25 describes a molecular structure, C25H37AsN8S2Ti. The level of theory is ωB97M-V with the def2-TZVPD basis set.

Geometry as XYZ:
```
74
Properties=species:S:1:pos:R:3:forces:R:3:mulliken_spin:R:1
Ti -0.63460 -0.16220 0.66280 0.821 -2.300 0.002 1.303
C 1.14250 -2.56820 1.56650 -0.069 -0.025 0.588 0.006
C 0.12100 -2.10220 2.63010 0.439 -0.267 0.419 0.012
N -1.16550 -1.82890 1.97660 -0.497 -0.214 0.849 0.000
C -1.77650 -3.08130 1.48210 -0.313 -0.231 -0.337 0.000
C -2.56190 -2.94550 0.18070 0.204 0.220 -0.207 0.006
S -1.67660 -2.07240 -1.16120 -0.115 -0.620 -0.081 -0.015
C -0.40950 -3.30080 -1.59220 -0.224 0.392 0.092 -0.002
C 0.90980 -3.05760 -0.83870 -0.127 -0.229 -0.443 0.010
N 0.76560 -2.07340 0.24090 0.906 0.267 -0.087 0.014
H 1.15090 -3.66230 1.55660 0.072 0.217 -0.126 -0.001
H 2.14760 -2.24580 1.85870 -0.148 -0.141 0.017 -0.003
H 0.45730 -1.18230 3.12230 -0.111 -0.226 -0.048 -0.004
H 0.01800 -2.88010 3.40150 0.069 0.170 -0.073 0.011
H -1.78540 -1.42240 2.68180 0.185 -0.214 -0.136 0.010
H -2.45250 -3.50620 2.23540 0.219 0.007 -0.019 0.000
H -0.97830 -3.80450 1.31550 -0.036 0.003 0.105 -0.001
H -3.48830 -2.38920 0.31790 0.054 -0.170 -0.039 -0.004
H -2.81550 -3.93920 -0.19230 -0.074 0.052 0.058 0.002
H -0.26430 -3.19370 -2.66760 -0.001 -0.078 0.041 0.001
H -0.82860 -4.28830 -1.40700 -0.008 -0.026 -0.034 0.000
H 1.64890 -2.69320 -1.56000 -0.152 -0.093 0.266 0.000
H 1.27280 -4.00870 -0.44320 0.004 0.133 0.070 0.000
H 1.33180 -1.27150 -0.03640 0.311 -0.449 -0.009 -0.022
N 2.65270 1.71690 2.70480 -0.796 -0.201 -0.190 0.013
C 3.54020 0.98380 1.97080 0.070 -0.218 -0.201 0.000
C 2.80330 0.16250 1.16900 0.353 0.236 0.185 0.014
N 1.46590 0.36270 1.39370 0.107 1.189 0.864 -0.026
C 1.40470 1.32250 2.32730 1.296 -0.555 -0.529 0.066
C 0.14010 1.84140 2.68400 -1.393 0.463 0.444 0.060
N -0.96550 1.31680 2.12570 0.936 0.995 1.169 -0.040
C -1.99920 2.10380 2.56370 -0.120 0.216 0.311 0.022
C -1.52750 3.07380 3.39560 -0.282 -0.106 -0.095 -0.008
N -0.17670 2.90470 3.47170 0.285 -0.597 -0.464 0.015
H 2.89180 2.40900 3.39800 0.000 -0.046 -0.053 -0.001
H 4.59970 1.10350 2.06620 0.191 0.017 0.032 0.001
H 3.18830 -0.51470 0.43080 -0.005 -0.174 -0.132 0.000
H -3.01990 1.94880 2.27530 -0.070 -0.061 -0.089 -0.002
H -2.03700 3.85230 3.92350 -0.103 0.159 0.113 0.000
H 0.45530 3.47700 4.00860 -0.019 -0.004 -0.043 -0.001
C 0.60590 2.65530 -2.30310 -0.255 -0.145 0.326 -0.013
C -0.47850 2.57090 -3.18140 0.058 0.001 0.180 0.102
C -1.57460 1.82570 -2.81020 -0.014 -0.275 0.295 -0.039
C -1.58390 1.17020 -1.56830 0.062 0.582 -0.600 0.145
N -0.46350 1.15680 -0.77670 -0.399 0.497 -0.982 -0.030
C 0.57800 1.91500 -1.14090 0.548 0.915 -0.545 0.123
C -2.76910 0.61970 -0.95760 -0.503 0.085 0.125 0.065
C -4.03690 0.61370 -1.56650 0.181 -0.054 0.049 0.008
C -5.14330 0.22480 -0.85400 0.362 -0.030 0.193 0.037
C -4.97690 -0.12960 0.49190 0.136 0.062 -0.020 0.023
C -3.70780 -0.14990 1.01830 -0.502 -0.032 0.187 0.034
N -2.60190 0.16050 0.32190 -1.539 0.967 -0.919 0.057
H 1.46340 3.26600 -2.53370 0.116 0.022 0.019 0.002
H -0.47080 3.11050 -4.11590 -0.031 0.039 -0.092 0.001
H -2.43030 1.75920 -3.46200 -0.114 0.073 -0.024 0.006
H 1.42980 1.92730 -0.47170 -0.097 -0.046 -0.122 0.025
H -4.13490 0.91350 -2.59570 -0.021 0.065 -0.108 0.006
H -6.11870 0.19800 -1.30930 -0.129 0.048 -0.088 0.001
H -5.82500 -0.40180 1.09660 -0.060 -0.036 0.151 0.000
H -3.56980 -0.44640 2.05360 0.055 -0.016 -0.057 0.004
C 0.39510 -0.25140 -5.14310 0.268 0.011 0.067 0.005
As 2.19500 -0.33960 -4.37800 -0.011 -0.227 -0.229 0.003
C 3.22440 1.11950 -5.14300 -0.045 -0.124 0.060 0.000
C 2.95330 -1.98120 -5.08870 -0.035 0.149 0.002 0.000
S 2.25820 -0.34570 -2.29090 0.177 -0.030 0.049 0.005
H 0.41190 -0.77890 -6.09380 -0.007 -0.014 -0.089 0.001
H 0.10980 0.78470 -5.31330 0.064 -0.009 0.040 -0.005
H -0.33510 -0.71880 -4.47930 0.227 0.029 0.040 0.000
H 3.10970 1.11380 -6.22410 -0.020 -0.004 -0.085 0.000
H 4.27750 0.98160 -4.89100 -0.138 -0.070 0.033 0.000
H 2.89000 2.07790 -4.74340 -0.075 -0.167 0.029 0.000
H 3.12290 -1.85810 -6.15500 -0.001 -0.039 -0.121 0.000
H 2.25920 -2.80720 -4.92390 0.006 0.134 0.023 0.000
H 3.89880 -2.20520 -4.59280 -0.121 0.152 0.022 0.000
```
Forces are in eV/Å.

Properties
Expectation value of S² ... 2.021
Total energy ... -5294.13274 Ha
Charge ... +2
2S+1 ... 3
Energy above the lowest of the compared OMol25 structures with the same formula, charge and spin ... 181.0 kJ/mol
Strongest force on any atom ... 2.44 eV/A



# 2
This record from OMol25 describes 2 unconnected molecules or ions with the total composition C25H37BFN4O5. The level of theory is ωB97M-V with the def2-TZVPD basis set.

Geometry as XYZ:
```
73
Properties=species:S:1:pos:R:3:forces:R:3:lowdin_charge:R:1
C -3.31092 4.46385 -0.58985 0.296 0.250 -0.542 -0.088
C -2.89408 2.99519 -1.21987 -2.136 0.931 0.934 -0.215
O -1.53881 3.09489 -1.81191 0.057 -3.789 -0.402 -0.039
B -1.10245 1.79687 -2.36788 -2.745 -0.050 0.113 -0.400
O -2.12970 0.83267 -2.89862 2.027 2.808 -0.237 0.039
C 0.46269 1.25758 -2.42331 -0.753 0.477 -1.992 -0.249
C 0.68714 0.74280 -3.99971 0.145 0.341 0.053 -0.195
C 0.06477 1.79643 -5.10086 0.625 -0.934 -1.209 -0.046
F 0.16085 -0.65481 -4.19148 1.303 3.674 0.474 -0.071
C 1.46141 2.54034 -2.23227 -0.212 0.240 -1.401 -0.054
N 2.78053 2.00267 -1.69404 0.270 1.148 1.162 0.024
C 2.48401 1.59765 -0.23912 0.237 0.060 0.699 -0.053
C 1.35646 0.39946 -0.21972 0.040 -0.369 2.227 -0.329
C 2.12987 -0.91974 0.45834 -0.163 0.522 -0.107 -0.127
C 2.91806 -1.85120 -0.63293 0.552 -0.709 1.427 -0.088
C 2.50192 -3.46991 -0.55202 4.102 -3.083 -4.610 -0.234
O 3.23611 -4.26513 -1.37961 -4.869 4.822 5.448 -0.040
N 1.45320 -4.00970 0.39150 0.296 -0.413 -2.174 0.002
C 0.29916 -4.68167 -0.30813 -4.323 -2.475 -1.736 -0.170
C -0.98405 -5.14391 0.65822 -0.402 -0.659 -2.742 -0.040
C -2.31748 -5.93021 0.11051 3.866 1.294 -2.492 -0.072
C -2.40164 -6.29413 -1.49985 2.940 1.948 1.664 -0.075
C -1.18046 -5.82036 -2.50929 -0.381 0.545 4.557 -0.047
C 0.15620 -5.01810 -1.90280 -2.506 -0.981 2.207 -0.005
C 0.23935 0.85735 0.93144 0.496 0.398 0.701 -0.164
N -1.12733 0.24640 0.73049 0.377 1.119 1.769 -0.126
C -1.37913 -0.95483 1.61374 -0.904 -1.613 -1.189 -0.134
N 0.75347 0.06165 -1.55724 1.432 1.831 0.863 0.066
H -4.28295 4.85083 -1.11693 1.887 -0.732 1.073 0.083
H -3.50506 4.44583 0.57091 0.510 -0.085 -2.391 0.084
H -2.44281 5.22726 -0.83953 -1.815 -1.563 0.627 0.090
H -2.96910 2.21232 -0.33889 0.550 1.357 -2.029 0.120
H -3.71938 2.70372 -2.01241 2.013 0.493 1.491 0.138
H -2.50152 1.17444 -3.76708 0.455 -0.606 1.712 0.118
H 1.85496 0.72370 -4.15955 -2.227 -0.471 0.133 0.148
H -1.05949 1.58746 -5.37113 2.282 0.416 0.775 0.102
H 0.67961 1.61362 -6.10570 -1.443 0.437 2.140 0.112
H 0.23308 2.92542 -4.82801 -0.441 -2.267 -0.250 0.098
H 1.73630 3.09113 -3.25451 -0.932 -1.437 2.085 0.162
H 1.06536 3.37521 -1.51308 0.738 -1.877 -1.175 0.162
H 3.17520 1.20284 -2.24432 -0.664 0.753 0.496 0.181
H 3.50250 2.77881 -1.65600 -0.952 -1.197 -0.276 0.198
H 3.51390 1.31398 0.23696 -2.105 0.221 -0.855 0.151
H 2.11893 2.58423 0.31699 0.678 -2.191 -1.288 0.156
H 1.30948 -1.46834 1.08701 1.697 0.552 -1.483 0.098
H 2.93148 -0.52497 1.25051 -1.905 -0.723 -1.692 0.130
H 2.89347 -1.46581 -1.73736 -0.400 -0.971 2.122 0.116
H 4.06834 -1.83370 -0.31271 -2.484 -0.314 -0.799 0.133
H 1.91761 -4.68952 1.03549 -0.485 0.609 -0.869 0.138
H -0.91855 -4.88652 1.82106 -0.114 -0.634 -2.843 0.088
H -3.14977 -6.23277 0.90168 1.990 0.707 -2.056 0.092
H -3.36667 -6.89772 -1.85838 2.539 1.554 0.637 0.092
H -1.27342 -6.09646 -3.64580 0.397 0.737 2.537 0.084
H 0.99763 -4.70029 -2.65138 -1.798 -0.748 1.685 0.082
H 0.69919 0.51995 1.96983 -0.867 0.789 -2.033 0.103
H 0.12166 2.03228 1.00205 0.302 -2.321 -0.416 0.133
H -1.81550 0.98155 1.04218 1.109 -1.072 -0.557 0.093
H -2.55388 -1.01078 1.81177 2.707 0.111 -0.142 0.113
H -1.14623 -1.91226 0.93927 -0.366 1.826 1.758 0.088
H -0.73900 -0.99808 2.59201 -1.274 0.233 -1.662 0.085
H -0.03077 -0.62303 -1.50555 0.682 1.029 0.080 0.151
C -0.10615 3.17943 5.02843 -0.264 0.081 0.268 0.023
C -0.82286 2.89492 6.12009 0.119 0.342 -0.356 0.032
C -0.78039 1.55421 6.73645 -0.648 -0.201 0.996 -0.374
O -1.43759 1.29234 7.73446 0.566 0.201 -0.871 0.122
C 0.08553 0.54116 6.10104 0.332 -0.213 -0.368 0.033
C 0.80224 0.82568 5.00939 -0.160 -0.228 0.273 0.009
C 0.75976 2.16639 4.39303 0.292 0.183 -0.329 -0.389
O 1.41696 2.42826 3.39502 -0.216 -0.091 0.335 0.055
H -0.12644 4.15747 4.56337 0.029 -0.022 0.002 0.123
H -1.46219 3.62728 6.59835 0.018 -0.052 0.014 0.128
H 0.10582 -0.43687 6.56610 -0.022 0.036 0.022 0.128
H 1.44156 0.09332 4.53113 0.023 0.019 0.016 0.118
```
Forces are in eV/Å.

Properties
Total energy ... -1694.00701 Ha
Charge ... +1
2S+1 ... 1
Strongest force on any atom ... 8.75 eV/A



# 3
This record from OMol25 describes a molecular structure, C25H37BrN3O5Si2Ti. The level of theory is ωB97M-V with the def2-TZVPD basis set.

Geometry as XYZ:
```
74
Properties=species:S:1:pos:R:3:forces:R:3:mulliken_spin:R:1
Ti -0.05526 -0.18148 -0.15430 0.370 -0.370 0.090 0.903
O 0.41764 -1.21461 5.77034 -2.439 -0.156 0.669 0.000
C -0.75731 -0.93654 4.99079 0.364 0.679 -0.924 0.001
C -1.23873 -2.12039 4.16333 -0.402 -0.698 1.086 -0.001
N -0.75490 -2.22812 2.82481 0.108 -0.697 -1.338 -0.001
C -1.53888 -3.11906 1.94166 0.944 -0.361 0.999 -0.004
C -1.84976 -2.56625 0.57928 0.348 2.927 1.279 0.011
O -2.43395 -3.18673 -0.24534 -0.808 -1.252 -1.427 0.000
O -1.46285 -1.29694 0.44762 -0.218 -0.936 -0.559 0.049
C 0.72284 -2.33304 2.57603 -1.700 0.235 0.732 0.025
C 1.28715 -0.90871 2.53049 1.451 0.903 0.765 -0.007
O 2.21229 -0.55774 3.29954 -1.108 -0.995 -0.475 0.010
O 0.72718 -0.08198 1.73750 -0.081 -0.008 -0.838 -0.015
H 1.14983 -0.96311 5.25848 1.893 0.570 -1.332 0.000
H -0.65927 -0.08909 4.27716 0.646 -0.331 0.324 0.000
H -1.55222 -0.55792 5.62401 -0.078 -0.474 0.634 0.000
H -2.32861 -2.07190 4.13289 -0.097 0.208 -0.292 0.000
H -1.05568 -3.02470 4.77352 0.257 -0.096 0.030 0.000
H -2.43575 -3.57513 2.40429 0.322 0.620 -0.119 0.000
H -0.92164 -3.97513 1.67608 0.123 -0.571 0.172 0.001
H 0.80580 -2.91117 1.64187 0.507 0.543 0.191 -0.009
H 1.21682 -2.86108 3.39428 0.110 -0.195 -0.029 0.000
Br 6.09541 -3.94915 1.78973 -0.099 0.245 -0.385 0.001
C 4.81911 -3.03882 0.66756 0.492 -0.211 -0.312 0.032
C 4.64549 -1.65952 0.82799 0.144 -0.917 0.631 -0.009
C 3.55873 -1.06898 0.24486 -0.430 -0.697 -1.574 0.035
C 2.69570 -1.82084 -0.64254 0.152 0.369 1.187 -0.057
C 2.92827 -3.19602 -0.83684 1.607 -0.110 0.523 0.046
C 4.08766 -3.78257 -0.23190 -1.663 0.694 0.412 -0.024
N 1.59015 -1.14830 -1.20639 -0.281 -1.184 -1.374 0.186
C 1.27821 -1.63722 -2.46592 2.712 -1.442 0.896 0.342
C 0.12105 -1.27987 -3.09647 -2.824 2.192 1.116 0.006
C -0.39457 -1.59774 -4.37971 1.435 -1.843 0.445 0.125
C -1.68340 -1.30237 -4.68692 -1.153 1.408 0.596 -0.011
C -2.45086 -0.46399 -3.83315 0.532 -0.931 -1.251 0.189
C -1.88369 -0.14687 -2.64821 -1.330 1.016 1.439 -0.037
N -0.71454 -0.49785 -2.22604 2.584 -1.416 -0.904 0.123
H 5.35348 -1.15993 1.48379 -0.410 0.263 -0.099 0.000
H 3.40739 -0.00911 0.35070 -0.283 0.181 0.083 0.000
H 2.28375 -3.88280 -1.40203 0.153 0.699 0.183 0.011
H 4.23923 -4.84462 -0.30654 0.112 -0.196 -0.104 -0.001
H 1.99805 -2.43417 -2.89336 -1.268 1.643 0.333 0.037
H 0.23561 -2.32267 -4.93518 -0.651 0.688 -0.069 0.002
H -2.22913 -1.63300 -5.53475 0.253 -0.499 -1.016 -0.007
H -3.43313 -0.10462 -4.07443 -0.235 -0.143 -0.139 0.012
H -2.44331 0.40251 -1.90028 -0.242 0.272 -0.086 -0.001
C -2.97447 1.34595 1.33010 -2.219 2.763 -2.599 0.016
Si -1.90682 2.63521 0.38615 -0.023 -1.203 -0.231 -0.010
C -3.03272 3.16375 -1.01081 -0.648 0.642 -3.201 0.000
C -1.58054 4.05114 1.54561 0.143 1.468 -0.171 0.000
C -0.29531 1.93592 -0.23116 0.655 0.580 0.903 0.003
Si 0.40566 2.86595 -1.64435 0.709 -0.957 0.059 -0.004
C 0.49639 4.74538 -1.27963 0.183 -0.802 -1.743 0.000
C -0.53322 2.64078 -3.24639 0.105 0.569 -1.987 0.019
C 2.20324 2.14740 -2.11566 -0.576 2.405 -2.661 0.015
H -3.82183 1.81555 1.85892 0.404 -0.019 0.000 0.000
H -2.35402 0.88133 1.95251 2.347 -2.202 2.944 -0.002
H -3.41421 0.62193 0.65478 0.088 -0.232 -0.255 0.000
H -3.93359 2.48184 -1.13249 0.981 0.780 0.288 0.000
H -2.59663 3.27908 -2.13114 -0.989 -0.404 3.104 -0.001
H -3.40888 4.18955 -0.83500 -0.128 -0.394 0.166 0.000
H -2.55219 4.50743 1.82565 0.465 -0.162 0.070 0.000
H -0.94947 4.88097 1.08431 -0.761 -1.111 0.589 0.000
H -1.07655 3.68609 2.44944 -0.086 0.141 -0.130 0.000
H 0.46545 2.21509 0.57243 -0.708 -0.379 -0.426 0.012
H -0.42465 5.28107 -1.46056 -0.535 -0.072 -0.216 0.000
H 1.21942 5.12208 -2.02907 -0.011 0.228 0.716 0.000
H 0.73363 4.93483 -0.26148 0.815 0.207 0.742 -0.001
H -1.61920 2.90861 -3.29147 1.331 0.170 -0.069 -0.008
H -0.53294 1.65070 -3.76363 0.577 0.653 0.615 -0.004
H 0.08865 3.35247 -3.90541 -1.173 -0.838 0.411 0.001
H 3.11520 2.60573 -1.74192 -0.109 0.389 0.472 0.000
H 2.33626 2.27430 -3.28187 -0.426 -0.031 1.912 0.000
H 2.34396 1.11919 -2.00616 -0.233 -1.816 0.533 -0.002
```
Forces are in eV/Å.

Properties
Expectation value of S² ... 2.024
Total energy ... -5517.94123 Ha
Charge ... -1
2S+1 ... 3
Energy above the lowest of the compared OMol25 structures with the same formula, charge and spin ... 0.0 kJ/mol
Strongest force on any atom ... 4.39 eV/A